{
  "formula": "C2H3NO2",
  "method": "ωB97M-V with the def2-TZVPD basis set",
  "homo_energy_ev": -10.06,
  "smiles": "O=CNC=O",
  "largest_force_ha_per_bohr": 0.02232,
  "gap_ev": 10.6,
  "elements": ["C", "O", "H", "N", "H", "H", "C", "O"],
  "coordinates": [[0.78080, 0.77133, 0.60235], [-0.88440, 0.23953, -1.71726], [-1.01829, -1.60940, -0.94067], [-0.14268, -0.25508, 0.40966], [1.39975, 0.67047, 1.51367], [-0.33537, -0.97538, 1.09311], [-0.71850, -0.55972, -0.84493], [0.91869, 1.71826, -0.11593]],
  "forces_ev_per_a": [[-0.033, 0.428, 0.540], [0.121, -0.244, -0.156], [-0.059, -0.212, 0.196], [-0.399, -0.701, -0.817], [-0.283, -0.329, 0.008], [0.704, 0.273, 0.228], [-0.087, 0.978, 0.207], [0.036, -0.193, -0.206]],
  "lowdin_charge": [-0.3221, 0.0859, 0.1274, 0.0762, 0.1310, 0.1288, -0.3050, 0.0777]
}


{
  "formula": "C2H3NO2",
  "method": "ωB97M-V with the def2-TZVPD basis set",
  "homo_energy_ev": [-8.11, -9.13],
  "largest_force_ha_per_bohr": 0.08208,
  "gap_ev": [7.5, 9.0],
  "elements": ["H", "O", "C", "O", "C", "H", "N", "H"],
  "coordinates": [[-1.37386, 1.49016, 0.02661], [1.19946, 1.03962, -0.09220], [-0.93746, 0.54069, 0.06105], [4.07605, 0.11042, 0.07067], [3.00862, -0.35062, -0.01409], [-1.73843, -0.30336, 0.15635], [0.26858, 0.21545, -0.04838], [2.40116, -1.38453, -0.16260]],
  "forces_ev_per_a": [[0.014, 1.778, 0.060], [3.244, 0.494, -0.185], [-3.040, -2.926, 0.114], [-2.178, -1.497, -0.134], [-0.286, 1.150, -0.332], [1.872, 1.375, -0.289], [-0.581, -2.173, 0.401], [0.954, 1.800, 0.365]],
  "lowdin_charge": [0.0371, -0.1181, -0.0804, 0.1284, 0.0257, 0.0900, -0.2356, 0.1528]
}


{
  "formula": "C2H3NO2",
  "method": "ωB97M-V with the def2-TZVPD basis set",
  "homo_energy_ev": -9.74,
  "largest_force_ha_per_bohr": 0.07339,
  "gap_ev": 10.7,
  "elements": ["C", "N", "H", "C", "O", "H", "H", "O"],
  "coordinates": [[-1.48332, -2.41257, -2.29539], [-0.36266, -0.79432, 0.49897], [-0.68458, 0.57292, -1.12701], [0.10795, 0.20046, -0.44637], [-0.72225, -3.17358, -2.63381], [1.03979, 0.67148, -0.26316], [0.28496, -0.78462, 1.32645], [0.22877, -1.26855, -0.66464]],
  "forces_ev_per_a": [[0.110, -0.290, -0.237], [-0.916, 1.735, 1.998], [0.853, 0.292, 0.742], [-1.845, -3.179, -0.853], [-0.265, 0.172, 0.066], [0.564, 0.552, -0.046], [-0.111, -0.492, -1.136], [1.611, 1.210, -0.534]],
  "lowdin_charge": [-0.0018, -0.0468, 0.1169, -0.1093, 0.0282, 0.0928, 0.1118, -0.1918]
}


{
  "formula": "C2H3NO2",
  "method": "ωB97M-V with the def2-TZVPD basis set",
  "homo_energy_ev": -10.58,
  "smiles": "C=NOC=O",
  "largest_force_ha_per_bohr": 0.12056,
  "gap_ev": 11.0,
  "elements": ["O", "H", "C", "N", "O", "H", "H", "C"],
  "coordinates": [[0.40898, 0.45450, -0.14224], [2.42976, 1.09564, 0.40377], [1.79926, 0.27911, 0.09704], [-0.54743, -0.67054, 0.16576], [2.29833, -0.76437, -0.20556], [-2.30368, 0.85283, -0.30686], [-2.37613, -1.11827, 0.15924], [-1.70908, -0.12891, -0.17115]],
  "forces_ev_per_a": [[1.368, 0.875, 1.520], [-0.624, 1.106, 0.329], [-1.923, -2.967, -1.810], [-1.161, 4.413, -2.543], [0.312, 0.219, 0.622], [2.087, -1.410, -0.261], [0.804, 2.896, -1.229], [-0.862, -5.131, 3.370]],
  "lowdin_charge": [-0.1599, 0.1267, -0.2863, 0.0476, 0.0725, 0.1109, 0.1217, -0.0333]
}


{
  "formula": "C2H3NO2",
  "method": "ωB97M-V with the def2-TZVPD basis set",
  "homo_energy_ev": -10.25,
  "smiles": "C=NC(=O)O",
  "largest_force_ha_per_bohr": 0.06253,
  "gap_ev": 10.4,
  "elements": ["O", "H", "O", "N", "H", "H", "C", "C"],
  "coordinates": [[-0.68642, -1.28139, 0.47713], [1.71666, -0.04238, -0.93432], [-2.08748, 0.15520, -0.38917], [0.11254, 0.79911, 0.06692], [-1.60776, -1.61827, 0.73425], [2.11561, 1.45499, 0.23372], [1.38803, 0.67197, -0.10971], [-0.95118, -0.13921, -0.07882]],
  "forces_ev_per_a": [[-0.914, -2.493, 1.529], [0.207, 0.440, 1.491], [0.911, 0.255, -0.508], [1.682, -0.354, 0.970], [1.772, 0.214, -0.654], [-0.946, -0.811, -0.074], [-2.093, -0.058, -2.440], [-0.620, 2.808, -0.315]],
  "lowdin_charge": [0.1122, 0.1014, 0.0758, 0.0872, 0.1751, 0.0876, 0.0127, -0.6520]
}


{
  "formula": "C2H3NO2",
  "method": "ωB97M-V with the def2-TZVPD basis set",
  "homo_energy_ev": -10.47,
  "smiles": "O=CNC=O",
  "largest_force_ha_per_bohr": 0.01002,
  "gap_ev": 11.1,
  "elements": ["H", "C", "H", "O", "N", "O", "C", "H"],
  "coordinates": [[1.80066, 0.29536, -1.13474], [0.84293, -0.17184, -0.84909], [0.70596, 1.13044, 0.77166], [0.40321, -1.16038, -1.38675], [0.19973, 0.47137, 0.19228], [-1.31690, -0.03708, 1.84353], [-1.00360, -0.05915, 0.68257], [-1.63199, -0.46872, -0.11946]],
  "forces_ev_per_a": [[-0.107, -0.001, 0.048], [-0.116, -0.205, -0.183], [-0.041, -0.227, -0.023], [0.210, 0.426, 0.060], [0.011, -0.143, 0.075], [0.119, 0.278, -0.417], [-0.181, 0.018, 0.311], [0.105, -0.145, 0.129]],
  "lowdin_charge": [0.1341, -0.3225, 0.1466, 0.0445, 0.0813, 0.0715, -0.2955, 0.1401]
}


{
  "formula": "C2H3NO2",
  "method": "ωB97M-V with the def2-TZVPD basis set",
  "homo_energy_ev": -10.00,
  "smiles": "C#[N+][O-].C=O",
  "largest_force_ha_per_bohr": 0.07087,
  "gap_ev": 10.8,
  "elements": ["H", "O", "C", "O", "H", "C", "H", "N"],
  "coordinates": [[0.37559, -1.09057, 1.57422], [0.23151, -1.19598, -0.92636], [0.60369, -0.11987, -1.24621], [-1.28767, 1.60268, 0.77560], [1.37822, 0.39899, -0.82042], [-0.46053, -0.45066, 1.49968], [0.02896, 0.24963, -2.07600], [-0.86977, 0.60578, 1.21950]],
  "forces_ev_per_a": [[0.104, -0.475, 0.230], [0.175, -2.373, 1.350], [-2.342, -0.643, -2.405], [-1.240, 2.296, -0.581], [2.209, 1.505, 1.332], [-0.670, 1.426, 0.374], [0.116, 1.476, -0.790], [1.648, -3.213, 0.489]],
  "lowdin_charge": [0.0779, -0.0088, -0.1428, 0.0469, 0.0625, 0.1184, 0.0859, -0.2400]
}


{
  "formula": "C2H3NO2",
  "method": "ωB97M-V with the def2-TZVPD basis set",
  "homo_energy_ev": -10.68,
  "smiles": "O=CNC=O",
  "largest_force_ha_per_bohr": 0.01053,
  "gap_ev": 11.4,
  "elements": ["N", "O", "H", "H", "C", "O", "C", "H"],
  "coordinates": [[-0.08016, -0.18597, 0.44580], [1.66071, 1.08041, 1.21450], [-1.24424, 0.18997, -1.24944], [0.88812, 1.31036, -0.64377], [0.87782, 0.80684, 0.33853], [-1.19033, -1.78229, -0.75621], [-0.88015, -0.62960, -0.60783], [-0.03177, -0.78971, 1.25842]],
  "forces_ev_per_a": [[0.054, -0.077, 0.088], [-0.369, -0.162, -0.296], [0.253, -0.127, -0.179], [-0.159, -0.021, 0.096], [0.136, 0.140, 0.213], [-0.116, 0.494, 0.189], [-0.016, -0.199, -0.004], [0.216, -0.047, -0.106]],
  "lowdin_charge": [0.0876, 0.0523, 0.1378, 0.1383, -0.3278, 0.0698, -0.3156, 0.1577]
}


{
  "formula": "C2H3NO2",
  "method": "ωB97M-V with the def2-TZVPD basis set",
  "homo_energy_ev": -10.55,
  "largest_force_ha_per_bohr": 0.02987,
  "gap_ev": 11.6,
  "elements": ["O", "H", "C", "H", "N", "C", "O", "H"],
  "coordinates": [[-2.67612, 0.84231, -0.35232], [2.03770, -0.59945, 0.68402], [-1.76821, 0.61731, -0.99258], [0.23522, -0.15446, 1.97078], [0.02882, -0.06125, 0.98060], [1.05767, -0.32411, 0.29118], [1.07191, -0.29274, -1.04342], [0.18339, -0.00627, -1.33094]],
  "forces_ev_per_a": [[0.968, -0.219, -0.850], [-0.036, -0.019, -0.022], [-1.301, 0.327, 0.748], [-0.026, 0.040, -0.048], [0.349, -0.130, -0.065], [0.041, -0.024, 0.314], [-0.157, 0.103, -0.043], [0.163, -0.078, -0.032]],
  "lowdin_charge": [0.0613, 0.1251, 0.0279, 0.0527, 0.0768, -0.3676, 0.0086, 0.0153]
}


{
  "formula": "C2H3NO2",
  "method": "ωB97M-V with the def2-TZVPD basis set",
  "homo_energy_ev": [-8.68, -8.97],
  "largest_force_ha_per_bohr": 0.10516,
  "gap_ev": [7.8, 9.2],
  "elements": ["C", "O", "C", "N", "H", "H", "O", "H"],
  "coordinates": [[-1.02819, -0.53556, 0.30905], [-2.20082, -0.54046, -0.23131], [0.19203, -0.04557, -0.17213], [1.50127, 0.26289, 0.16961], [1.77025, 1.23670, 0.53965], [-2.86765, -0.89754, 0.30829], [2.73112, -0.21220, -0.11823], [-0.09800, 0.73174, -0.80493]],
  "forces_ev_per_a": [[4.376, -0.487, 1.004], [0.983, 1.079, -2.311], [-2.971, -0.682, 0.221], [4.722, 1.729, 1.988], [-1.793, -1.692, -0.666], [-1.232, -0.648, 1.417], [-3.304, -0.659, 0.039], [-0.781, 1.360, -1.693]],
  "lowdin_charge": [-0.0492, 0.0791, -0.1353, -0.1508, 0.1714, 0.0952, -0.0989, 0.0885]
}